[1]
C28H34Cl6O14 | the ωB97M-V functional and the def2-TZVPD basis

Positions of all 82 atoms, in Å:
Cl (-30.046, -0.300, -8.055)
Cl (-30.553, 1.125, -10.536)
Cl (-28.857, -2.346, -12.787)
Cl (-27.850, 0.236, -9.777)
Cl (-28.195, -5.121, -12.587)
Cl (-26.892, -3.444, -14.620)
O (-32.159, 3.795, -6.690)
O (-33.944, -2.358, -9.297)
O (-35.197, -0.655, -11.248)
O (-29.105, -4.663, -5.899)
O (-31.929, -2.136, -11.014)
O (-30.142, -3.669, -8.192)
O (-25.004, -5.012, -8.060)
O (-32.405, 4.649, -4.170)
O (-24.702, -1.200, -7.413)
O (-32.856, -6.897, -8.785)
O (-28.328, 1.432, -5.442)
O (-28.497, 2.346, -2.916)
O (-30.923, -6.674, -10.678)
O (-25.906, -3.599, -10.204)
C (-31.449, 3.946, -4.393)
C (-31.580, -5.578, -10.299)
C (-33.468, -4.623, -8.966)
C (-26.736, -3.866, -9.194)
C (-31.278, 3.385, -5.783)
C (-35.183, 0.726, -10.920)
C (-36.146, -2.423, -12.469)
C (-31.302, -4.401, -10.856)
C (-35.890, -0.943, -12.468)
C (-26.137, -4.614, -8.038)
C (-27.558, -3.517, -12.991)
C (-29.261, 2.153, -5.188)
C (-24.515, -0.464, -8.611)
C (-25.837, -1.326, -5.282)
C (-28.308, -4.485, -6.952)
C (-29.421, 2.734, -3.806)
C (-28.028, -3.576, -9.259)
C (-30.436, 3.533, -3.442)
C (-23.231, -0.948, -9.246)
C (-28.942, -3.858, -8.160)
C (-30.304, 2.536, -6.122)
C (-32.079, -3.222, -10.515)
C (-32.656, -5.805, -9.270)
C (-27.035, -4.877, -6.919)
C (-33.183, -3.428, -9.494)
C (-34.352, 0.828, -9.660)
C (-25.830, -0.751, -6.673)
C (-29.591, -0.108, -9.767)
H (-36.825, -0.369, -12.437)
H (-24.443, 0.611, -8.403)
H (-34.298, -4.748, -8.283)
H (-29.763, -1.060, -10.250)
H (-32.750, 4.439, -6.258)
H (-34.324, 1.785, -9.142)
H (-36.552, -2.740, -13.434)
H (-26.723, -1.122, -7.211)
H (-31.181, -7.409, -10.096)
H (-23.189, -0.765, -10.320)
H (-29.963, -4.249, -6.100)
H (-25.413, -0.646, -9.209)
H (-25.956, 0.338, -6.660)
H (-33.327, 0.529, -9.895)
H (-26.715, -3.344, -12.337)
H (-30.453, 3.794, -2.390)
H (-36.833, -2.706, -11.675)
H (-36.200, 1.038, -10.657)
H (-23.137, -2.035, -9.118)
H (-35.290, -0.543, -13.292)
H (-25.777, -2.417, -5.295)
H (-35.237, -3.010, -12.321)
H (-34.733, 1.285, -11.745)
H (-34.723, 0.099, -8.937)
H (-28.399, -3.041, -10.125)
H (-22.349, -0.569, -8.734)
H (-25.036, -0.959, -4.644)
H (-33.790, -1.693, -10.000)
H (-30.262, 2.191, -7.145)
H (-26.708, -5.399, -6.030)
H (-26.818, -1.122, -4.846)
H (-27.812, 1.851, -3.406)
H (-24.993, -3.704, -9.876)
H (-30.539, -4.254, -11.607)

Values from the calculation:
Energy above the lowest of the compared OMol25 structures with the same formula, charge and spin: 0.0 kcal/mol
Structure (SMILES): O=C1C=C(O)C(=O)C=C1O.O=C1C=C(O)C(=O)C=C1O.O=C1C=C(O)C(=O)C=C1O.ClC(Cl)Cl.ClC(Cl)Cl.CCOCC.CCOCC
Gap between HOMO and LUMO: 7.75 eV
Maximum force: 1.7 eV/Å

[2]
C28H34FN2O7 | the ωB97M-V functional and the def2-TZVPD basis

Positions of all 72 atoms, in Å:
F (-0.517, 2.047, -1.750)
O (2.832, 0.952, 8.643)
O (-1.810, 2.217, 0.897)
O (-5.031, 2.311, 0.577)
O (0.782, 0.962, 0.594)
O (3.555, -7.556, -2.393)
O (1.132, 3.303, 4.216)
O (-0.388, -4.116, -1.594)
N (1.550, -0.620, -4.173)
N (1.162, 0.491, -2.135)
C (-0.994, -0.322, -1.384)
C (0.098, -0.979, -0.543)
C (-3.913, 2.187, -0.274)
C (2.940, 2.865, 5.658)
C (2.598, 0.437, -6.031)
C (2.178, -6.448, -0.838)
C (2.315, 1.641, -3.984)
C (2.443, 1.494, 7.634)
C (0.245, -0.330, 0.814)
C (1.724, 0.494, -3.510)
C (-5.973, 0.067, 0.865)
C (0.514, -4.912, -1.775)
C (0.595, 1.995, 6.096)
C (-6.104, 1.448, 0.234)
C (2.768, 1.595, -5.298)
C (-2.774, 3.036, 0.254)
C (3.368, 2.274, 6.771)
C (1.188, -5.583, -0.638)
C (0.978, -5.240, -3.145)
C (1.021, 1.403, 7.209)
C (1.522, 2.768, 5.235)
C (-0.344, 0.767, -2.199)
C (1.987, -0.650, -5.432)
C (0.449, 1.921, 1.595)
C (1.362, -0.795, -1.374)
C (-0.595, 2.896, 1.132)
C (2.651, -6.776, -2.209)
C (1.968, -6.104, -3.348)
H (-0.087, -2.042, -0.376)
H (2.939, 0.385, -7.056)
H (-0.670, 0.754, -3.239)
H (-2.293, 3.580, -0.569)
H (-7.011, 1.940, 0.588)
H (-3.584, 1.139, -0.323)
H (2.686, -6.953, -0.026)
H (-1.354, -1.076, -2.090)
H (1.604, 1.236, -1.592)
H (3.593, 3.439, 5.013)
H (-6.172, 1.361, -0.857)
H (-3.181, 3.773, 0.954)
H (2.191, -0.651, -0.679)
H (0.824, -5.331, 0.350)
H (-0.735, -0.281, 1.300)
H (-5.577, 0.159, 1.878)
H (1.350, 2.489, 1.842)
H (-5.322, -0.591, 0.284)
H (1.836, -1.573, -5.979)
H (2.420, 2.534, -3.383)
H (-1.844, 0.046, -0.811)
H (-0.706, 3.659, 1.913)
H (0.910, -0.917, 1.462)
H (-0.256, 3.404, 0.218)
H (1.608, -1.606, -2.050)
H (2.325, -6.364, -4.337)
H (0.128, 1.426, 2.515)
H (0.462, -4.741, -3.956)
H (-0.435, 1.946, 5.767)
H (0.366, 0.834, 7.857)
H (3.236, 2.468, -5.736)
H (-6.950, -0.415, 0.911)
H (4.397, 2.329, 7.103)
H (-4.182, 2.500, -1.292)

Values from the calculation:
Total charge: +1
Gap between HOMO and LUMO: 7.98 eV
Maximum force: 1.1 eV/Å

[3]
C28H34N3O2PS2Zn | the ωB97M-V functional and the def2-TZVPD basis

Positions of all 71 atoms, in Å:
Zn (1.542, 4.419, 20.692)
S (2.569, -0.354, 21.207)
S (1.821, 1.693, 23.212)
P (-1.017, 4.032, 20.766)
O (3.157, 0.266, 17.606)
O (1.588, 3.970, 18.720)
N (2.168, 1.807, 19.414)
N (1.991, 2.276, 20.732)
N (4.666, 4.841, 18.904)
C (5.382, 2.824, 20.028)
C (5.695, 2.053, 21.199)
C (-1.879, 5.527, 20.107)
C (4.535, 4.620, 21.350)
C (-1.978, 3.497, 22.167)
C (4.560, 6.974, 22.174)
C (2.295, 3.126, 14.790)
C (2.998, 1.984, 14.472)
C (-1.577, 2.717, 19.537)
C (-3.080, 2.581, 19.357)
C (-1.731, 4.306, 23.461)
C (1.851, 7.183, 21.518)
C (4.796, 4.056, 20.092)
C (3.911, 8.204, 22.195)
C (3.334, 1.045, 15.451)
C (1.899, 2.781, 18.495)
C (2.925, 1.245, 16.787)
C (2.228, 1.320, 21.580)
C (1.498, -0.017, 23.660)
C (3.847, 5.865, 21.614)
C (-1.145, 6.149, 18.923)
C (4.786, 3.779, 22.449)
C (2.154, 2.379, 17.087)
C (2.519, 5.991, 21.233)
C (1.883, 3.312, 16.067)
C (2.579, 8.303, 21.929)
C (2.503, -0.894, 22.920)
C (5.348, 2.540, 22.415)
H (4.500, 4.238, 23.412)
H (0.509, -0.433, 23.419)
H (6.147, 1.093, 21.097)
H (3.586, -0.881, 23.277)
H (-2.308, 3.992, 24.328)
H (2.053, 3.769, 13.934)
H (1.640, -0.231, 24.759)
H (-3.505, 2.309, 20.346)
H (3.030, 0.528, 18.545)
H (-1.012, 2.867, 18.597)
H (-0.679, 4.273, 23.737)
H (-1.594, 2.478, 22.471)
H (-2.846, 5.209, 19.652)
H (0.865, 7.393, 21.176)
H (-2.032, 6.128, 21.002)
H (-0.671, 5.373, 18.341)
H (3.335, 1.719, 13.496)
H (-0.270, 6.667, 19.257)
H (-1.760, 6.794, 18.268)
H (4.434, 9.109, 22.514)
H (2.058, -1.861, 22.786)
H (-1.115, 1.742, 19.833)
H (4.093, 5.702, 19.044)
H (-3.506, 3.538, 19.013)
H (4.325, 4.473, 18.032)
H (5.741, 2.391, 19.056)
H (5.536, 1.944, 23.341)
H (5.608, 6.779, 22.327)
H (-3.033, 3.355, 22.005)
H (-1.923, 5.427, 23.357)
H (1.417, 4.280, 16.461)
H (3.849, 0.127, 15.239)
H (2.124, 9.256, 22.031)
H (-3.207, 1.853, 18.576)

Values from the calculation:
Gap between HOMO and LUMO: 7.90 eV
Maximum force: 3.2 eV/Å

[4]
C28H35AsFeI2N4OS | the ωB97M-V functional and the def2-TZVPD basis

Positions of all 73 atoms, in Å:
I (4.346, -5.251, 4.391)
I (-1.435, -4.853, 3.273)
As (-2.199, 2.942, 2.042)
Fe (0.504, -0.850, -1.143)
S (-3.883, -1.014, 0.325)
O (-0.093, -1.820, 3.346)
N (0.988, -2.803, -1.611)
N (-1.234, -1.064, -0.575)
N (0.631, 0.178, -2.494)
N (2.415, -1.114, 0.069)
C (0.530, -4.975, -2.558)
C (0.059, 1.733, -5.734)
C (0.076, 0.781, -4.733)
C (2.112, -1.114, 1.554)
C (3.160, -2.343, -0.452)
C (-2.852, 4.386, -0.380)
C (0.252, -3.616, -2.394)
C (0.615, -2.723, 2.842)
C (2.843, -4.305, 3.367)
C (2.116, -3.270, -1.059)
C (-3.568, 3.623, 0.711)
C (1.072, 3.360, -4.206)
C (-0.825, 4.584, 3.987)
C (-2.334, -1.034, -0.087)
C (0.477, 3.053, -5.417)
C (1.537, -4.843, 3.549)
C (3.008, -3.158, 2.611)
C (-2.637, 0.815, 4.053)
C (1.638, -5.487, -1.842)
C (0.556, 1.116, -3.381)
C (-2.227, 4.320, 3.432)
C (0.999, 2.520, -3.119)
C (0.482, -4.127, 3.142)
C (-3.336, 1.541, 2.928)
C (-0.396, -0.580, -5.105)
C (1.909, -2.432, 2.213)
C (1.407, 2.969, -1.743)
C (2.445, -4.620, -1.147)
H (-3.182, -0.049, 4.499)
H (-4.175, 4.350, 1.220)
H (-3.671, 0.847, 2.130)
H (-0.858, 5.036, 4.989)
H (1.408, -5.841, 4.075)
H (1.171, -0.567, 1.655)
H (-0.363, -0.631, -6.197)
H (1.563, 4.330, -4.089)
H (1.832, -6.538, -1.934)
H (-0.257, 3.675, 4.044)
H (3.978, -2.809, 2.289)
H (0.311, -1.343, -4.758)
H (2.072, 3.818, -1.749)
H (3.347, -4.997, -0.686)
H (-4.141, 2.763, 0.445)
H (3.709, -2.848, 0.319)
H (3.073, -0.333, -0.068)
H (-4.244, 2.136, 3.169)
H (-3.007, 4.067, 4.217)
H (-3.530, 4.629, -1.237)
H (1.841, 2.147, -1.137)
H (-2.324, 1.456, 4.894)
H (-0.671, -3.186, -2.802)
H (3.854, -2.062, -1.260)
H (0.469, 3.864, -6.148)
H (-1.353, -0.804, -4.691)
H (-2.630, 5.150, 2.819)
H (-0.069, -5.637, -3.171)
H (-1.666, 0.343, 3.786)
H (2.923, -0.613, 2.147)
H (-2.419, 5.325, 0.022)
H (0.521, 3.237, -1.148)
H (-2.012, 3.852, -0.855)
H (-0.341, 5.273, 3.306)
H (-0.313, 1.435, -6.751)

Values from the calculation:
2S+1: 6
Energy above the lowest of the compared OMol25 structures with the same formula, charge and spin: 100.9 kcal/mol
Total charge: -1
Gap between HOMO and LUMO (spin up / spin down): 6.22 / 4.74 eV
Maximum force: 5.8 eV/Å

[5]
C28H35B2Cl5F4N12O7Y | the ωB97M-V functional and the def2-TZVPD basis

Positions of all 94 atoms, in Å:
Y (-1.232, 0.031, -1.480)
Cl (-4.416, -5.426, -4.397)
Cl (-1.082, -1.225, -4.820)
Cl (-3.662, -2.065, -0.252)
Cl (-2.458, -3.691, -6.095)
Cl (-5.044, -4.587, -1.455)
F (1.857, 2.364, 1.663)
F (-3.524, 0.013, -2.901)
F (-4.989, 1.454, -3.999)
F (-0.020, 3.639, 1.197)
O (1.600, 1.007, -4.260)
O (4.174, -2.333, 3.645)
O (0.769, -0.181, -2.578)
O (1.105, 2.600, -0.554)
O (-0.121, 1.275, 1.252)
O (-2.749, 2.047, -3.802)
O (-4.268, 1.932, -1.837)
N (-1.339, 1.280, 0.604)
N (-0.662, -1.730, 0.466)
N (-1.674, -2.476, 3.633)
N (2.931, -0.709, 4.613)
N (-0.933, -3.561, 1.670)
N (2.390, -0.352, 0.141)
N (1.524, -2.174, -1.941)
N (-1.074, -1.361, 1.667)
N (-1.655, 1.951, -3.132)
N (-1.205, -2.462, 2.332)
N (0.196, 2.358, -1.430)
N (-3.283, 1.630, -0.952)
C (-3.489, 2.065, 0.233)
C (2.924, -1.458, 5.870)
C (-2.315, 2.524, 2.491)
C (3.523, -0.564, 2.242)
C (2.309, 0.608, 4.584)
C (2.728, -1.984, -2.713)
C (-1.984, -2.332, -3.788)
C (-3.843, -3.755, -2.355)
C (1.955, -2.632, 5.855)
C (-4.726, 2.794, 0.625)
C (2.463, -0.815, 1.386)
C (1.532, -0.036, -3.647)
C (0.787, 0.556, 4.610)
C (4.561, 0.234, 1.783)
C (3.578, -1.269, 3.569)
C (-3.585, -4.111, -3.680)
C (3.380, 0.436, -0.276)
C (0.378, 2.954, -2.608)
C (-2.100, -2.018, -2.442)
C (-0.686, 2.770, -3.533)
C (1.530, 3.842, -2.906)
C (-0.606, -3.068, 0.486)
C (4.477, 0.760, 0.504)
C (-2.314, 1.905, 1.142)
C (-2.685, -3.353, -4.429)
C (-0.728, 3.497, -4.827)
C (2.344, -1.271, -3.999)
C (-3.123, -2.704, -1.800)
B (-3.985, 1.311, -3.124)
B (0.674, 2.466, 1.001)
H (0.406, 0.058, 3.713)
H (1.526, -1.898, -0.958)
H (-4.776, 3.749, 0.098)
H (5.251, 1.404, 0.110)
H (3.209, -2.951, -2.886)
H (2.251, -3.359, 5.100)
H (-4.769, 2.978, 1.694)
H (-1.437, -3.384, 4.022)
H (0.938, -2.294, 5.643)
H (-2.415, 3.607, 2.411)
H (0.196, 3.285, -5.369)
H (-5.599, 2.221, 0.315)
H (2.643, 1.145, 3.698)
H (2.673, 1.165, 5.450)
H (0.764, -2.741, -2.303)
H (-0.334, -3.691, -0.347)
H (2.069, 4.098, -2.002)
H (1.640, -1.436, 1.725)
H (0.383, 1.568, 4.628)
H (-1.396, 2.294, 3.017)
H (5.416, 0.440, 2.414)
H (-1.197, -1.737, 4.143)
H (-0.771, 4.575, -4.660)
H (1.189, 4.752, -3.399)
H (0.430, 0.036, 5.501)
H (3.392, -1.368, -2.107)
H (-3.171, 2.147, 3.054)
H (3.935, -1.818, 6.061)
H (3.287, 0.831, -1.283)
H (1.700, -1.918, -4.600)
H (2.201, 3.323, -3.597)
H (-1.583, 3.198, -5.423)
H (2.665, -0.754, 6.662)
H (3.205, -0.994, -4.601)
H (1.949, -3.128, 6.825)

Values from the calculation:
Energy above the lowest of the compared OMol25 structures with the same formula, charge and spin: 92.6 kcal/mol
Total charge: +1
Gap between HOMO and LUMO (spin up / spin down): 5.80 / 5.56 eV
Maximum force: 1.0 eV/Å

[6]
C28H35Cl2FI2NO3S | the ωB97M-V functional and the def2-TZVPD basis

Positions of all 73 atoms, in Å:
I (1.553, -8.124, 3.169)
I (-1.933, -7.271, 3.632)
Cl (0.495, -4.890, -4.831)
Cl (3.363, -3.827, -4.245)
S (2.899, -0.285, -2.344)
F (3.696, 0.816, 2.764)
O (-0.047, 4.282, 1.416)
O (3.118, -5.260, 2.247)
O (2.200, -6.013, -2.424)
N (-1.077, 4.683, 0.549)
C (2.366, -2.993, -1.853)
C (2.039, -3.072, -3.329)
C (-2.337, 2.538, 0.941)
C (2.739, -1.739, -1.294)
C (0.553, -6.728, 1.973)
C (2.275, -4.098, -0.992)
C (3.391, -0.262, 0.704)
C (2.414, -5.107, 1.290)
C (2.932, -2.716, 0.890)
C (-2.849, 4.078, -0.989)
C (2.771, 0.027, 2.071)
C (0.598, -3.626, -3.575)
C (-1.847, 5.837, 1.022)
C (1.886, -5.483, -1.399)
C (2.553, -3.945, 0.371)
C (1.323, -6.052, 0.917)
C (3.024, -1.583, 0.085)
C (-1.511, 7.023, 0.095)
C (-0.729, -6.402, 2.138)
C (-1.487, 6.241, 2.445)
C (1.093, -6.224, -0.383)
C (-1.749, 3.557, -0.055)
C (-3.365, 5.599, 0.993)
C (-0.371, -2.483, -3.924)
C (-3.893, 4.969, -0.299)
C (-0.728, 2.824, -0.926)
C (-1.456, -5.385, 1.303)
C (1.485, 0.811, 1.934)
H (-1.715, 5.443, 3.153)
H (3.107, 0.553, 0.055)
H (-3.097, 2.978, 1.588)
H (0.222, -4.088, -2.672)
H (1.580, 1.555, 1.146)
H (-1.189, -2.472, -3.208)
H (-4.785, 4.380, -0.063)
H (-3.887, 6.544, 1.183)
H (-1.219, 2.045, -1.526)
H (4.477, -0.202, 0.785)
H (0.039, 2.353, -0.311)
H (-0.240, 3.526, -1.604)
H (-0.825, -2.649, -4.893)
H (-1.780, 6.803, -0.940)
H (1.281, 1.365, 2.843)
H (-3.355, 3.237, -1.477)
H (-2.368, 4.641, -1.794)
H (-1.546, 2.140, 1.578)
H (-2.392, -5.110, 1.775)
H (2.019, -2.057, -3.683)
H (-2.064, 7.130, 2.730)
H (-0.439, 7.220, 0.129)
H (0.347, -6.909, -0.757)
H (1.645, 0.178, -2.221)
H (-3.631, 4.949, 1.832)
H (-4.226, 5.745, -0.995)
H (3.152, -2.659, 1.945)
H (0.647, 0.166, 1.680)
H (0.110, -1.511, -3.887)
H (-1.703, -5.790, 0.326)
H (2.598, -0.862, 2.672)
H (-2.802, 1.697, 0.410)
H (-0.880, -4.473, 1.185)
H (-2.038, 7.941, 0.395)
H (-0.429, 6.478, 2.534)

Values from the calculation:
Total charge: -1
Gap between HOMO and LUMO: 1.75 eV
Maximum force: 0.9 eV/Å